C6H6FNS | wB97M-V/def2-TZVPD

Each line ends with the Löwdin charge.
CARTESIAN COORDINATES (ANGSTROEM)
C  -1.03711  -1.82214  -0.78020  -0.067
C  -1.34545  -1.29432  0.46841  -0.080
C  -0.34962  -1.05475  -1.70951  -0.078
C  -0.98252  -0.00461  0.78561  -0.114
C  0.01766  0.24022  -1.40652  -0.110
C  -0.31096  0.78216  -0.15827  -0.729
N  2.78368  2.00887  1.37114  0.058
F  2.50693  0.87415  2.06570  -0.163
S  0.05969  2.42484  0.19078  0.750
H  -1.33038  -2.83214  -1.02063  0.105
H  -1.87522  -1.89621  1.19279  0.106
H  -0.10385  -1.46277  -2.67685  0.105
H  -1.21284  0.41642  1.75373  0.101
H  0.55197  0.84730  -2.11960  0.101
H  2.62802  2.77299  2.04341  0.015

E_LUMO (spin up / spin down), Eh: -0.100 / -0.100
E_HOMO (spin up / spin down), eV: -8.265 / -8.269
Relative energy (zero: lowest compared OMol25 entry of this formula, charge and spin), eV: 4.489


C32H31Cl2F5IrN5O3S2Se | wB97M-V/def2-TZVPD

Each line ends with the Löwdin charge.
CARTESIAN COORDINATES (ANGSTROEM)
Ir  0.50955  -1.65691  0.86921  1.118
N  -0.26583  -0.89975  -0.92554  -0.143
C  0.42584  -0.86987  -2.21827  -0.241
C  1.86049  -0.45068  -2.06804  -0.216
N  2.60008  -1.42850  -1.26529  -0.305
C  2.65463  -3.76667  0.05335  -0.259
C  1.41052  -4.07778  -0.69317  -0.238
N  0.21623  -3.55709  0.08856  -0.106
H  -1.14375  -1.43523  -1.03788  -0.039
H  -0.52076  0.08990  -0.74660  -0.080
H  -0.07866  -0.13511  -2.85149  0.114
H  0.35447  -1.84944  -2.69202  0.101
H  1.91497  0.53362  -1.59633  0.051
H  2.34202  -0.40142  -3.04524  0.119
H  4.27237  -2.69118  -1.25436  0.130
H  2.21366  -1.91600  0.83518  0.014
H  3.05630  -4.41221  0.81605  0.102
H  1.33452  -5.16062  -0.79230  0.122
H  1.36126  -3.60877  -1.67272  0.095
H  0.12833  -4.12969  0.92792  0.095
H  -0.67446  -3.59785  -0.42361  -0.005
C  -1.77793  7.82682  -2.78871  -0.072
C  -1.34620  6.48990  -2.24733  -0.295
C  -0.87327  5.48853  -3.08117  -0.038
C  -0.47419  4.24638  -2.59289  -0.317
C  0.02518  3.21020  -3.55942  -0.109
C  -0.54936  3.97547  -1.21840  -0.578
Se  -0.02021  2.28765  -0.50654  0.656
C  -1.01820  4.98886  -0.36108  -0.317
C  -1.10659  4.76627  1.12245  -0.115
C  -1.40571  6.21535  -0.88591  -0.037
H  -1.74109  7.83788  -3.87884  0.065
H  -1.13537  8.63378  -2.42716  0.072
H  -2.79961  8.06919  -2.48709  0.071
H  -0.81351  5.67331  -4.15027  0.103
H  0.05710  3.61047  -4.57448  0.065
H  -0.61647  2.32536  -3.54496  0.059
H  1.02308  2.86722  -3.27610  0.057
H  -1.75775  3.91968  1.35096  0.052
H  -1.48540  5.65900  1.62378  0.065
H  -0.12948  4.50686  1.53513  0.058
H  -1.76795  6.98164  -0.20556  0.108
O  -0.15983  -1.68704  6.98197  -0.302
S  0.59124  -1.07805  5.92104  0.631
O  1.68759  -0.21619  6.26075  -0.311
N  1.10861  -2.20973  4.83938  0.005
C  0.49269  -2.06566  3.70857  -0.508
O  0.76086  -2.73095  2.63788  -0.189
C  -0.55910  -0.99644  3.65728  -0.169
C  -1.43179  -0.67632  2.62479  -0.063
C  -2.21300  0.46388  2.74970  -0.041
C  -2.15213  1.22537  3.91424  -0.053
C  -1.33224  0.86345  4.97714  -0.023
C  -0.53252  -0.25025  4.81448  -0.211
H  -1.60175  -1.37267  1.79149  0.070
H  -2.87512  0.75574  1.94627  0.115
H  -2.76662  2.11241  3.99698  0.108
H  -1.30999  1.44633  5.88818  0.121
Cl  2.72492  2.44656  3.63387  0.699
C  3.35194  1.14654  2.64764  -0.618
C  4.67234  0.86157  2.68579  -0.106
C  5.59520  -0.04386  2.07177  -0.112
C  5.49636  -1.12009  1.23121  -0.147
C  4.42578  -1.84814  0.73190  -0.285
Cl  3.29592  -2.23135  -0.22566  0.770
C  2.32465  0.54671  1.90432  -0.184
N  1.41751  0.12940  1.33040  0.042
H  5.18294  1.53625  3.36661  0.100
H  6.61363  0.17688  2.36470  0.091
H  6.45840  -1.55348  0.96039  0.108
F  -4.22812  -6.65473  -4.78197  0.103
C  -3.93575  -5.76408  -3.82411  -0.155
C  -2.65981  -5.24992  -3.70422  -0.158
F  -1.69807  -5.64443  -4.55190  0.102
C  -2.38173  -4.33428  -2.70828  -0.233
F  -1.10279  -3.88617  -2.64951  0.039
C  -3.31860  -3.87374  -1.78311  -0.587
S  -2.96424  -2.72085  -0.52915  0.595
C  -4.59628  -4.42381  -1.94562  -0.256
F  -5.58731  -4.06373  -1.12358  0.071
C  -4.90524  -5.34159  -2.93166  -0.152
F  -6.14740  -5.83209  -3.03380  0.107

Charge: -1
Expectation value of S²: 0.8747
E_LUMO (spin up / spin down), Eh: 0.017 / -0.012
Multiplicity: 2
E_HOMO (spin up / spin down), eV: -4.196 / -4.195
Relative energy (zero: lowest compared OMol25 entry of this formula, charge and spin), eV: 21.139


CN3O2S | wB97M-V/def2-TZVPD

Each line ends with the Löwdin charge.
CARTESIAN COORDINATES (ANGSTROEM)
C  1.77979  -0.25406  -0.02253  -0.724
N  2.48823  -1.14062  -0.00749  0.042
N  -0.36377  1.20892  0.48883  -0.418
N  -1.42988  -0.04446  0.04357  -0.478
O  -2.58400  0.04787  0.46188  -0.054
O  -0.89101  -0.97457  -0.51501  -0.061
S  1.00064  1.15691  -0.44926  0.694

Charge: -1
E_LUMO, Eh: 0.136
E_HOMO, eV: -4.140
Relative energy (zero: lowest compared OMol25 entry of this formula, charge and spin), eV: 0.983


C34H45BrIrN5O3PS2 | wB97M-V/def2-TZVPD

Each line ends with the Löwdin charge.
CARTESIAN COORDINATES (ANGSTROEM)
Ir  0.10976  -0.17495  0.41741  0.990
N  -3.39513  2.23739  -0.36102  0.162
C  -2.57803  1.34502  0.18459  -0.093
N  -1.39919  1.05827  -0.29298  -0.030
C  -0.92285  1.74829  -1.41783  -0.232
N  0.29665  1.60425  -1.83546  0.137
N  0.99393  0.73934  -1.04297  -0.189
C  2.21786  0.42589  -1.28043  -0.015
C  2.81400  -0.52896  -0.34984  -0.234
C  4.12160  -0.96537  -0.44530  0.015
C  4.60062  -1.85683  0.50319  -0.016
C  3.76249  -2.27205  1.52311  -0.004
C  2.45792  -1.80311  1.55891  -0.091
N  1.98935  -0.96818  0.63895  -0.073
C  -1.82134  2.66103  -2.10197  -0.077
C  -1.46737  3.31091  -3.28973  0.007
C  -2.35696  4.17068  -3.89137  -0.044
C  -3.61234  4.39850  -3.31946  -0.040
C  -3.97756  3.77166  -2.14782  0.003
C  -3.07431  2.90286  -1.54396  -0.158
H  -4.27793  2.42916  0.08713  0.172
H  -2.90451  0.83806  1.07918  0.116
H  2.74708  0.85232  -2.12242  0.151
H  4.74466  -0.61157  -1.25457  0.131
H  5.61796  -2.21841  0.44808  0.124
H  4.10352  -2.95087  2.29071  0.121
H  1.76571  -2.10134  2.33300  0.092
H  -0.49183  3.12224  -3.71360  0.120
H  -2.08577  4.67179  -4.80961  0.116
H  -4.30880  5.07063  -3.80135  0.119
H  -4.94903  3.94548  -1.70287  0.123
C  1.12161  -7.04475  2.12373  -0.045
C  0.04910  -7.03983  1.02319  -0.559
C  0.45349  -8.05105  -0.04990  -0.061
C  -1.29493  -7.47779  1.62027  -0.044
C  -0.07171  -5.62459  0.46119  -0.166
C  -0.46803  -4.58521  1.29090  -0.079
C  -0.50751  -3.30943  0.77293  -0.505
Br  -1.09510  -1.88590  1.92092  0.966
C  -0.17646  -2.94504  -0.53855  -0.393
O  -0.22809  -1.69162  -0.96461  -0.274
C  0.19787  -4.01201  -1.39165  -0.077
C  0.23288  -5.29772  -0.86148  0.040
C  0.56005  -3.75440  -2.85865  -0.529
C  -0.64016  -3.12776  -3.58507  -0.034
C  1.76562  -2.80615  -2.94114  -0.037
C  0.93327  -5.04224  -3.59583  -0.064
H  1.28212  -8.05929  2.49235  0.087
H  0.82772  -6.42251  2.97074  0.077
H  2.07090  -6.66870  1.73673  0.088
H  0.56411  -9.03501  0.40699  0.089
H  1.40828  -7.79417  -0.51169  0.087
H  -0.30247  -8.13104  -0.83312  0.092
H  -1.22276  -8.49863  1.99926  0.089
H  -2.08038  -7.45004  0.86346  0.093
H  -1.59939  -6.83748  2.44908  0.076
H  -0.74731  -4.75963  2.32200  0.108
H  0.51229  -6.10056  -1.52317  0.085
H  -0.93419  -2.18804  -3.12198  0.071
H  -1.49333  -3.80816  -3.56814  0.094
H  -0.38103  -2.93620  -4.62855  0.088
H  1.49435  -1.81723  -2.57786  0.054
H  2.09703  -2.71574  -3.97751  0.090
H  2.60025  -3.18877  -2.34778  0.090
H  0.10754  -5.75517  -3.61156  0.091
H  1.80822  -5.52769  -3.15980  0.090
H  1.17328  -4.79727  -4.63115  0.089
C  1.51106  0.43858  5.69058  -0.071
C  0.52875  -0.47826  4.99190  -0.482
C  -0.00404  -1.56254  5.90543  -0.038
O  -0.64452  0.21157  4.49357  -0.355
P  -0.66789  1.56629  3.63954  -0.155
S  -0.33834  3.19435  4.60397  0.314
S  0.69865  1.39481  2.10938  0.321
O  -2.12556  1.40501  2.98697  -0.380
C  -3.39246  1.19735  3.69728  -0.431
C  -3.71079  -0.28459  3.71619  -0.064
C  -3.44632  1.81423  5.07996  -0.071
H  2.34156  -0.16174  6.06561  0.090
H  1.03349  0.94422  6.52956  0.087
H  1.90945  1.19734  5.01899  0.049
H  1.00571  -0.93335  4.11742  0.090
H  -0.44886  -1.11807  6.79609  0.093
H  0.80658  -2.22304  6.21356  0.088
H  -0.76338  -2.15712  5.39618  0.071
H  -4.10892  1.72032  3.05659  0.134
H  -2.98947  -0.81347  4.33867  0.071
H  -3.68878  -0.71535  2.71337  0.043
H  -4.70797  -0.43735  4.12921  0.093
H  -2.73232  1.33601  5.74962  0.078
H  -4.45020  1.66181  5.47857  0.092
H  -3.23397  2.87948  5.05480  0.062

Charge: +1
E_LUMO, Eh: -0.149
E_HOMO, eV: -10.038
Relative energy (zero: lowest compared OMol25 entry of this formula, charge and spin), eV: 0.000


no.,E (eV)
1,-21356.6584
2,-175750.8683
3,-20434.2640
4,-153421.9510